Entry A
The following is a quantum chemistry calculation of a molecular structure, C6H12N2O, from OMol25.

Geometry as XYZ:
```
21
C6H12N2O | OMol25 | ωB97M-V/def2-TZVPD
O -0.2638 1.8619 0.8660
N 1.4884 -1.4272 1.8005
N 0.7904 -0.6221 -0.3759
C -0.5514 -0.2026 -0.2617
C -0.1279 -1.0641 -1.4164
C 1.3538 -1.5441 0.5672
C -0.7656 1.2682 -0.3709
C -1.3918 -0.7527 0.8858
C -0.0207 1.8670 -1.6127
H 1.5099 -2.4735 0.0320
H -0.3662 -2.1463 -1.4184
H -1.0071 2.8245 0.9894
H 1.3623 -0.4474 2.0784
H -2.4320 -0.5703 0.5891
H -1.2339 -0.2036 1.8253
H -0.3624 1.0833 -2.4140
H 1.1719 2.0569 -1.4249
H 0.1625 -0.5810 -2.3928
H -0.4890 2.9760 -2.0200
H -1.2351 -1.8702 0.9636
H -1.9006 1.3715 -0.4563
```

Summary:
Kohn-Sham gap (eV): 9.5104

Atom charges from the Mulliken analysis, given in e for atoms 1 to 5: -0.61 -0.61 -0.26 0.96 -0.84

Entry B
The following is a quantum chemistry calculation of 2 unconnected molecules or ions with the total composition C6H12N2O, from OMol25.

Geometry as XYZ:
```
21
C6H12N2O | OMol25 | ωB97M-V/def2-TZVPD
O 1.6669 -1.9260 -0.5017
N 0.9329 0.1871 0.2097
N -1.6205 0.9386 0.9604
C 1.4663 1.1456 1.1782
C 1.2345 -1.1979 0.3562
C -2.0596 -0.6364 -1.5411
C -1.4166 -1.1691 -0.5049
C -1.1034 -0.2199 0.8126
C 0.9970 0.6834 -1.1675
H -1.3437 -2.2476 -0.4087
H -2.3847 -1.1958 -2.4069
H 1.1834 -1.4832 1.4211
H -2.2602 0.4269 -1.5917
H 1.5924 0.6814 2.1541
H -2.0702 1.0444 1.8666
H 0.8524 -0.1270 -1.8751
H 2.3988 1.5793 0.8185
H 0.2650 1.4779 -1.2996
H 0.7376 1.9536 1.2757
H 2.0059 1.0239 -1.3999
H -1.0740 -0.9392 1.6441
```

Summary:
SMILES: [H]/N=C/C=C.CN(C)C=O
Kohn-Sham gap (eV): 9.3164

Atom charges from the Mulliken analysis, given in e for atoms 1 to 5: -0.50 0.23 -0.74 -0.94 0.03

Most stable structure among those shown: entry B.